[1]
132
Properties=species:S:1:pos:R:3 method="wB97M-V/def2-TZVPD" lumo_energy_ev=0.6 e_tot_ha=-6223.18746 total_charge=0 relative_energy_kcal_mol=12.1 homo_ev=-6.8
Sc -0.630 0.052 0.626
O -0.943 1.740 -3.184
C -1.431 1.023 -2.328
O -0.789 0.582 -1.285
C -2.865 0.527 -2.450
C -2.882 -1.014 -2.559
C -4.210 -1.474 -3.165
C -5.176 -1.215 -1.981
C -4.199 -0.715 -0.905
O -3.001 -1.436 -1.199
C -3.801 0.738 -1.213
C -3.152 1.451 -0.033
O -3.181 2.660 0.068
O -2.610 0.651 0.867
H -3.290 0.991 -3.339
H -1.989 -1.442 -2.992
H -4.156 -2.536 -3.403
H -4.474 -0.929 -4.071
H -5.670 -2.131 -1.660
H -5.945 -0.476 -2.210
H -4.491 -0.908 0.124
H -4.654 1.351 -1.506
C 2.928 -1.438 -5.714
N 2.553 -0.065 -5.473
C 2.110 0.661 -6.645
C 2.231 0.396 -4.200
N 1.707 -0.265 -3.223
C 0.837 -1.325 -3.353
C 0.078 -1.542 -4.493
C -0.703 -2.695 -4.657
C -0.763 -3.633 -3.669
C -0.102 -3.406 -2.436
C -0.219 -4.378 -1.408
C 0.364 -4.181 -0.197
C 1.060 -2.983 0.056
C 1.224 -2.021 -0.913
N 1.849 -0.809 -0.530
C 3.129 -0.742 -0.474
N 3.760 0.383 0.018
C 3.034 1.384 0.759
C 5.004 0.854 -0.552
N 4.029 -1.727 -0.871
C 5.088 -2.137 0.030
C 3.777 -2.655 -1.949
C 0.661 -2.224 -2.231
N 2.644 1.678 -3.959
C 3.676 2.339 -4.722
C 2.135 2.408 -2.820
H 3.265 -1.900 -4.792
H 3.754 -1.458 -6.432
H 2.106 -2.037 -6.117
H 2.936 0.843 -7.340
H 1.675 1.614 -6.356
H 1.341 0.088 -7.176
H 0.102 -0.801 -5.280
H -1.251 -2.835 -5.581
H -1.341 -4.541 -3.788
H -0.798 -5.271 -1.610
H 0.264 -4.915 0.592
H 1.467 -2.788 1.040
H 2.144 0.952 1.202
H 2.745 2.227 0.118
H 3.674 1.778 1.555
H 5.364 0.163 -1.308
H 5.775 0.972 0.217
H 4.850 1.832 -1.024
H 5.141 -1.469 0.884
H 6.059 -2.139 -0.479
H 4.901 -3.151 0.402
H 3.129 -2.196 -2.686
H 3.325 -3.595 -1.613
H 4.733 -2.886 -2.429
H 3.278 3.124 -5.374
H 4.216 1.619 -5.332
H 4.384 2.809 -4.033
H 1.553 3.275 -3.146
H 1.490 1.752 -2.240
H 2.976 2.754 -2.209
C -1.778 4.674 2.853
N -0.951 3.504 2.598
C -1.422 2.325 3.301
C -0.288 3.374 1.414
N -0.163 2.246 0.793
N 0.227 4.551 0.898
C 1.021 5.414 1.756
C 0.590 4.584 -0.501
H -2.829 4.425 2.680
H -1.512 5.491 2.193
H -1.659 4.995 3.890
H -2.415 2.039 2.950
H -1.466 2.553 4.369
H -0.735 1.497 3.150
H 0.487 2.352 0.018
H 0.849 5.164 2.799
H 0.764 6.464 1.597
H 2.090 5.288 1.545
H 1.577 4.141 -0.697
H 0.624 5.625 -0.826
H -0.159 4.061 -1.095
C -2.841 -3.923 4.526
N -3.259 -2.595 4.137
C -2.849 -1.914 3.034
Se -1.660 -2.510 1.766
N -3.447 -0.707 3.061
C -4.250 -0.594 4.181
C -5.044 0.437 4.656
C -5.716 0.215 5.849
C -5.595 -0.992 6.540
C -4.797 -2.024 6.064
C -4.130 -1.799 4.871
H -2.219 -4.330 3.734
H -3.717 -4.557 4.666
H -2.266 -3.881 5.451
H -3.275 -0.031 2.303
H -5.133 1.372 4.118
H -6.346 0.994 6.255
H -6.132 -1.126 7.469
H -4.701 -2.956 6.603
C 1.747 1.208 4.385
Si 1.346 -0.450 3.585
C 2.978 -1.344 3.289
C 0.311 -1.425 4.810
O 0.557 -0.229 2.188
H 2.426 1.072 5.232
H 0.854 1.716 4.758
H 2.237 1.876 3.672
H 3.193 -2.064 4.083
H 3.813 -0.639 3.252
H 2.968 -1.885 2.341
H 0.830 -1.508 5.769
H 0.099 -2.430 4.439
H -0.647 -0.926 4.985

[2]
160
Properties=species:S:1:pos:R:3 method="wB97M-V/def2-TZVPD" lumo_energy_ev=0.2 e_tot_ha=-5729.60775 total_charge=0 homo_ev=-8.5
C 2.103 3.084 -3.465
C 1.695 2.924 -1.999
O 2.835 3.374 -1.238
C 2.844 3.155 0.054
O 1.865 2.781 0.678
C 4.148 3.515 0.713
F 4.007 3.503 2.033
F 5.058 2.546 0.422
F 4.612 4.742 0.390
H 3.065 2.642 -3.890
H 2.186 4.091 -3.906
H 1.332 2.676 -4.084
H 1.661 1.842 -1.845
H 0.796 3.434 -1.771
C 0.759 2.188 3.974
C -0.578 2.789 3.508
O -1.551 2.395 4.451
C -2.499 3.237 4.700
O -2.768 4.215 4.103
C -3.317 2.875 5.944
F -2.599 2.427 7.007
F -3.995 3.958 6.275
F -4.224 1.949 5.600
H 0.845 2.367 5.030
H 1.567 2.662 3.325
H 0.944 1.175 3.717
H -0.861 2.438 2.462
H -0.457 3.914 3.404
C -0.872 -6.894 3.354
C -1.394 -6.807 1.910
O -2.386 -5.747 1.860
C -2.676 -5.282 0.625
O -2.158 -5.628 -0.387
C -3.705 -4.104 0.687
F -4.623 -4.297 -0.298
F -4.330 -4.044 1.835
F -3.065 -2.941 0.500
H -0.030 -7.609 3.417
H -1.587 -7.371 4.071
H -0.563 -5.959 3.761
H -1.915 -7.757 1.707
H -0.640 -6.623 1.171
C -4.879 6.297 -2.682
C -3.385 5.960 -2.853
O -2.874 6.047 -1.488
C -1.689 5.459 -1.267
O -0.922 5.025 -2.074
C -1.357 5.409 0.258
F -2.213 5.962 1.047
F -1.361 4.043 0.573
F -0.168 5.976 0.496
H -5.357 6.284 -3.630
H -5.059 7.310 -2.311
H -5.379 5.657 -2.004
H -2.886 6.724 -3.499
H -3.229 4.959 -3.343
C -8.074 -0.966 0.415
C -6.853 -0.767 1.264
O -6.076 0.296 0.716
C -5.039 0.603 1.471
O -4.640 -0.013 2.409
C -4.312 1.882 0.951
F -3.135 2.022 1.541
F -4.109 1.758 -0.378
F -5.052 2.958 1.167
H -8.694 -1.686 0.979
H -7.788 -1.279 -0.543
H -8.677 -0.040 0.414
H -6.209 -1.685 1.199
H -7.095 -0.523 2.317
C 3.392 0.877 8.315
C 3.679 0.825 6.789
O 5.131 1.077 6.608
C 5.891 -0.010 6.636
O 5.541 -1.151 6.537
C 7.407 0.283 6.845
F 8.003 0.377 5.612
F 7.664 1.454 7.502
F 7.939 -0.712 7.487
H 2.348 0.619 8.559
H 3.540 1.845 8.699
H 4.090 0.201 8.881
H 3.174 1.655 6.251
H 3.420 -0.093 6.340
C -1.661 -0.743 3.421
C -1.916 -0.885 4.894
O -1.213 -2.084 5.353
C 0.008 -1.896 5.837
O 0.586 -0.880 5.709
C 0.690 -3.067 6.575
F -0.130 -3.550 7.521
F 1.030 -4.106 5.815
F 1.798 -2.599 7.241
H -2.376 -0.017 2.986
H -1.750 -1.704 2.986
H -0.673 -0.410 3.251
H -2.923 -1.059 5.214
H -1.444 -0.065 5.418
C -0.772 0.217 -0.547
C 0.209 -0.880 -0.596
O 1.061 -0.995 0.580
C 2.218 -0.361 0.459
O 2.602 0.300 -0.469
C 3.110 -0.660 1.684
F 3.813 0.444 2.091
F 2.336 -1.010 2.773
F 3.978 -1.661 1.414
H -0.335 1.213 -0.515
H -1.435 0.121 0.358
H -1.505 0.036 -1.363
H 0.886 -0.696 -1.406
H -0.279 -1.875 -0.742
C 5.509 -2.184 -2.436
O 5.653 -3.596 -2.631
C 5.353 -4.273 -1.473
C 5.902 -5.727 -1.691
N 7.417 -5.785 -1.575
C 7.947 -7.140 -1.694
C 7.654 -7.721 -3.086
O 8.143 -6.721 -3.939
C 8.102 -7.062 -5.302
H 5.660 -1.776 -1.450
H 4.465 -2.000 -2.653
H 6.179 -1.646 -3.141
H 4.291 -4.335 -1.346
H 5.952 -3.852 -0.626
H 5.480 -6.158 -2.605
H 5.504 -6.345 -0.914
H 7.801 -5.188 -2.312
H 7.545 -7.776 -0.860
H 9.014 -7.084 -1.640
H 6.631 -7.747 -3.354
H 8.234 -8.694 -3.264
H 8.346 -6.236 -5.982
H 7.119 -7.559 -5.459
H 8.953 -7.748 -5.448
C -2.542 1.222 -9.910
O -2.783 2.147 -8.895
C -3.845 3.061 -9.310
C -3.760 4.367 -8.418
N -4.031 4.111 -7.026
C -5.519 4.068 -6.710
C -5.651 3.581 -5.284
O -5.206 2.250 -5.264
C -4.903 1.888 -3.930
H -2.212 1.727 -10.815
H -3.469 0.700 -10.109
H -1.785 0.562 -9.588
H -4.751 2.565 -9.116
H -3.621 3.379 -10.297
H -4.526 5.080 -8.812
H -2.739 4.792 -8.399
H -3.666 3.239 -6.719
H -5.968 3.367 -7.437
H -5.871 5.138 -6.785
H -6.717 3.658 -4.882
H -5.054 4.192 -4.611
H -5.779 1.911 -3.255
H -4.145 2.592 -3.582
H -4.468 0.873 -3.923